[1]
Computed, not measured: one molecule with the formula C3H6ClNO at a distorted geometry, with ωB97M-V/def2-TZVPD.

## Properties
SMILES: [H]/N=C(\Cl)[C@H](C)O
Largest force on an atom: 4.39 eV Å⁻¹
Net charge: 0
ΔE to the lowest compared entry with this formula, charge and spin: 47.7 kcal/mol
Gap between HOMO and LUMO: 10.6 eV
HOMO: -9.80 eV

```
12
Properties=species:S:1:pos:R:3:nbo_charge:R:1
C 1.320 -0.533 -0.219 0.242
C -1.459 -0.063 -0.025 -0.658
C -0.066 0.444 0.386 0.107
N 1.270 -1.770 -0.144 -0.649
O 0.112 1.695 -0.167 -0.715
Cl 2.645 0.480 -0.563 0.007
H -1.644 -0.739 0.860 0.228
H -2.175 0.774 0.086 0.202
H -1.411 -0.576 -1.022 0.242
H 0.129 0.521 1.405 0.164
H 2.051 -2.312 -0.457 0.361
H -0.773 2.079 -0.141 0.469
```

***

[2]
Computed, not measured: C40H51N4O2PdSSbTe as an isolated structure at a distorted geometry, with ωB97M-V/def2-TZVPD.

## Properties
Multiplicity: 2
Largest force on an atom: 1.03 eV Å⁻¹
Net charge: -1
Gap between HOMO and LUMO (spin up / spin down): 7.1 / 6.3 eV
HOMO (spin up / spin down): -4.80 / -4.81 eV

```
101
Properties=species:S:1:pos:R:3:lowdin_charge:R:1
Pd -0.603 -0.293 0.501 0.789
N -1.878 0.024 4.664 0.041
C -1.382 0.185 3.386 -0.874
S -2.162 -0.730 2.130 0.647
N -0.373 0.977 3.241 -0.024
N 0.053 1.063 1.918 -0.146
C 0.848 2.044 1.691 -0.105
C 1.416 2.453 0.433 -0.179
C 2.271 3.571 0.464 -0.072
C 2.840 4.091 -0.672 -0.123
C 2.542 3.486 -1.904 -0.102
C 1.713 2.396 -1.975 -0.021
C 1.124 1.826 -0.811 -0.419
O 0.379 0.787 -0.959 -0.272
H -2.811 -0.344 4.723 0.060
H -1.663 0.777 5.297 0.080
H 1.103 2.645 2.563 0.120
H 2.478 4.024 1.429 0.102
H 3.499 4.948 -0.622 0.086
H 2.973 3.884 -2.816 0.095
H 1.479 1.923 -2.920 0.104
C 5.523 -0.830 -1.435 -0.169
C 5.169 -1.241 -0.008 -0.604
C 5.963 -0.424 1.008 -0.174
Sb 3.025 -1.007 0.325 1.567
C 3.057 -1.936 2.300 -0.579
C 1.836 -2.816 2.557 -0.152
C 3.149 -0.845 3.368 -0.174
C 2.381 -2.745 -0.803 -0.574
C 3.322 -3.939 -0.732 -0.149
C 2.042 -2.366 -2.245 -0.148
H 6.599 -0.934 -1.620 0.068
H 5.258 0.217 -1.616 0.069
H 4.998 -1.432 -2.179 0.046
H 5.401 -2.301 0.133 0.069
H 5.675 0.633 0.977 0.069
H 7.038 -0.475 0.796 0.068
H 5.811 -0.780 2.028 0.050
H 3.961 -2.554 2.332 0.075
H 0.911 -2.239 2.512 0.051
H 1.897 -3.266 3.555 0.075
H 1.737 -3.625 1.831 0.053
H 2.220 -0.269 3.406 0.051
H 3.965 -0.141 3.188 0.046
H 3.300 -1.285 4.361 0.071
H 1.445 -2.997 -0.297 0.032
H 4.257 -3.743 -1.265 0.061
H 2.861 -4.817 -1.201 0.071
H 3.577 -4.207 0.298 0.062
H 2.942 -2.137 -2.825 0.057
H 1.381 -1.497 -2.287 0.045
H 1.530 -3.195 -2.749 0.073
C -3.772 0.736 -9.826 -0.061
C -3.285 0.540 -8.414 -0.280
C -3.537 1.483 -7.426 -0.027
C -3.093 1.313 -6.118 -0.296
C -3.423 2.381 -5.107 -0.079
C -2.375 0.154 -5.767 -0.401
Te -1.684 -0.144 -3.738 1.458
N -1.297 -1.290 -1.125 -0.038
C -1.142 -2.498 -0.722 -0.632
O -0.706 -2.636 0.500 -0.171
C -1.322 -3.741 -1.527 -0.144
C -2.063 -3.771 -2.703 -0.036
C -2.169 -4.945 -3.436 -0.086
C -1.534 -6.101 -3.001 -0.104
C -0.802 -6.080 -1.819 -0.088
C -0.703 -4.907 -1.084 -0.031
C -3.696 -0.221 -3.073 -0.466
C -4.566 -1.094 -3.719 -0.143
C -5.891 -1.213 -3.321 -0.097
C -6.352 -0.451 -2.260 -0.097
C -5.494 0.438 -1.630 -0.055
C -4.165 0.584 -2.026 -0.316
C -3.305 1.619 -1.360 -0.076
C -2.115 -0.805 -6.759 -0.309
C -1.373 -2.101 -6.507 -0.088
C -2.571 -0.593 -8.059 -0.037
H -4.239 1.714 -9.949 0.068
H -4.510 -0.023 -10.098 0.076
H -2.951 0.662 -10.542 0.075
H -4.091 2.383 -7.680 0.108
H -3.794 3.280 -5.599 0.072
H -2.546 2.641 -4.510 0.052
H -4.188 2.032 -4.408 0.074
H -2.554 -2.869 -3.041 0.051
H -2.749 -4.954 -4.351 0.096
H -1.613 -7.015 -3.577 0.093
H -0.308 -6.978 -1.470 0.096
H -0.142 -4.876 -0.159 0.110
H -4.207 -1.683 -4.556 0.095
H -6.550 -1.905 -3.832 0.096
H -7.379 -0.542 -1.926 0.094
H -5.859 1.048 -0.812 0.105
H -3.855 2.128 -0.568 0.077
H -2.965 2.362 -2.088 0.067
H -2.413 1.177 -0.927 0.025
H -0.930 -2.151 -5.518 0.006
H -0.580 -2.234 -7.246 0.077
H -2.053 -2.952 -6.607 0.079
H -2.359 -1.345 -8.815 0.117
```

***

[3]
Computed, not measured: a 2-piece molecular cluster, C3H9NO2 overall, with ωB97M-V/def2-TZVPD.

## Properties
SMILES: CC(N)=O.CO
Largest force on an atom: 0.59 eV Å⁻¹
Net charge: 0
ΔE to the lowest compared entry with this formula, charge and spin: 14.4 kcal/mol
Gap between HOMO and LUMO: 10.8 eV
HOMO: -9.93 eV

```
15
Properties=species:S:1:pos:R:3:nbo_charge:R:1
C -0.446 -1.905 2.530 -0.247
O -0.969 -0.874 1.685 -0.754
H -0.828 -1.131 0.764 0.490
H -1.207 -2.665 2.717 0.167
H 0.398 -2.412 2.057 0.171
H -0.182 -1.444 3.489 0.180
C 0.653 1.427 -2.488 -0.715
C 0.053 0.622 -1.370 0.671
O -0.444 -0.480 -1.539 -0.646
N 0.135 1.191 -0.147 -0.824
H -0.191 0.712 0.685 0.426
H 0.617 2.068 -0.057 0.386
H 1.713 1.184 -2.624 0.238
H 0.584 2.503 -2.288 0.212
H 0.114 1.204 -3.414 0.243
```

***

[4]
Computed, not measured: a 2-piece molecular cluster, C6H11NS overall at a distorted geometry, with ωB97M-V/def2-TZVPD.

## Properties
SMILES: C=C(C)C1=[N+]([S-])C1.C
Largest force on an atom: 3.06 eV Å⁻¹
Net charge: 0
ΔE to the lowest compared entry with this formula, charge and spin: 97.6 kcal/mol
Gap between HOMO and LUMO (spin up / spin down): 7.5 / 7.5 eV
HOMO (spin up / spin down): -7.82 / -7.82 eV

```
19
Properties=species:S:1:pos:R:3:nbo_charge:R:1
C 0.415 2.526 -0.640 -0.311
C -0.010 1.769 0.383 -0.079
C 0.723 -0.818 1.319 -0.264
C 0.686 0.517 0.580 0.231
C -1.157 2.076 1.250 -0.651
C -0.543 -3.001 -1.373 -0.852
N 1.469 -0.323 0.082 -0.346
S 2.553 -0.670 -1.077 -0.104
H 0.143 3.535 -0.935 0.199
H 1.036 2.178 -1.366 0.207
H 1.185 -0.755 2.261 0.202
H 0.174 -1.661 0.903 0.211
H -1.360 1.200 1.855 0.232
H -0.919 3.097 1.611 0.243
H -2.107 2.206 0.653 0.231
H 0.501 -2.776 -1.546 0.235
H -0.794 -3.945 -0.997 0.211
H -0.909 -2.231 -0.622 0.187
H -1.086 -2.924 -2.339 0.216
```

***

Let's list energy in order: -19266.6962, -80509.6207, -8842.3302, -18721.2640 eV.